The following is a DFT calculation (wB97M-V/def2-TZVPD) of 7 unconnected molecules or ions with the total composition C33H67BN8OP in a non-equilibrium geometry.

```
111
Properties=species:S:1:pos:R:3:mulliken_charge:R:1
C 4.37 2.19 0.25 -1.254
C 4.12 1.96 -1.26 -0.704
C 2.67 2.33 -1.59 0.468
C 2.29 2.07 -3.05 -1.252
C 0.77 1.76 -3.18 -0.519
C 0.46 0.61 -4.15 -1.612
C 0.07 -0.67 -3.41 -0.419
C 1.17 -1.00 -2.36 1.383
C 1.23 -2.47 -2.00 -1.122
C 2.46 -2.91 -1.19 -0.843
C 2.87 -1.94 -0.05 -0.061
C 2.09 -2.19 1.25 -1.009
C 0.74 -1.42 1.26 0.745
C -0.45 -2.40 1.21 -1.454
C -1.70 -1.85 0.44 -0.248
C -1.82 -0.33 0.46 -0.507
P -3.62 0.33 0.28 1.655
C -3.28 1.86 1.50 0.089
C -3.92 3.09 0.93 0.573
C -2.99 4.13 0.33 -0.934
N -5.16 3.32 0.91 -0.903
B -4.15 -0.97 -1.08 0.346
O -4.70 -2.23 -0.73 -0.668
N -4.03 -0.61 -2.53 -0.055
C -5.40 -0.18 -2.90 -1.045
C -3.62 -1.75 -3.37 -0.713
H 5.04 3.04 0.39 0.340
H 4.85 1.34 0.72 0.351
H 3.45 2.40 0.78 0.229
H 4.77 2.63 -1.83 0.487
H 4.29 0.92 -1.51 0.326
H 2.03 1.72 -0.95 -0.208
H 2.48 3.38 -1.33 0.108
H 2.56 2.93 -3.65 0.502
H 2.83 1.20 -3.41 0.507
H 0.30 2.67 -3.53 0.692
H 0.36 1.57 -2.19 0.151
H 1.33 0.41 -4.79 0.478
H -0.38 0.92 -4.76 0.386
H -0.82 -0.44 -2.83 -0.091
H -0.05 -1.53 -4.05 0.738
H 0.92 -0.41 -1.49 -0.845
H 2.15 -0.65 -2.69 0.167
H 1.25 -3.03 -2.94 0.667
H 0.33 -2.80 -1.49 0.079
H 3.31 -3.15 -1.82 0.395
H 2.18 -3.85 -0.71 0.350
H 3.94 -2.09 0.14 0.548
H 2.76 -0.89 -0.31 -0.204
H 2.70 -1.88 2.11 0.413
H 1.95 -3.26 1.38 0.182
H 0.74 -0.72 0.45 -0.905
H 0.71 -0.92 2.22 0.749
H -0.11 -3.28 0.66 0.503
H -0.72 -2.78 2.19 0.415
H -1.59 -2.24 -0.57 -0.043
H -2.55 -2.31 0.93 0.375
H -1.20 0.11 -0.33 -0.691
H -1.46 0.01 1.43 0.477
H -4.04 -0.53 1.40 -0.416
H -5.04 0.83 0.22 -0.350
H -3.21 1.25 -0.81 -0.354
H -2.22 2.11 1.59 -0.837
H -3.77 1.67 2.47 0.381
H -1.97 3.84 0.58 0.057
H -3.16 5.11 0.76 0.376
H -3.04 4.12 -0.75 0.268
H -5.63 2.53 1.35 0.364
H -5.65 -2.23 -0.87 0.291
H -5.39 0.63 -3.62 -0.019
H -6.02 -1.01 -3.24 0.444
H -5.87 0.19 -1.99 0.433
H -4.31 -1.96 -4.19 0.419
H -3.47 -2.69 -2.83 0.303
H -2.66 -1.53 -3.85 0.034
C -5.64 1.14 -7.05 -0.808
C -5.58 -0.28 -6.68 0.376
N -5.54 -1.37 -6.37 -0.389
H -4.95 1.33 -7.87 0.283
H -6.65 1.39 -7.36 0.271
H -5.36 1.75 -6.20 0.275
C -0.12 4.31 3.65 -1.013
C 0.01 3.11 2.82 0.461
N 0.11 2.17 2.18 -0.328
H -1.03 4.24 4.25 0.306
H 0.73 4.38 4.31 0.234
H -0.17 5.20 3.02 0.297
C 2.54 2.04 6.33 -0.641
C 2.04 3.42 6.36 0.426
N 1.64 4.49 6.38 -0.456
H 3.62 2.05 6.36 0.271
H 2.15 1.49 7.19 0.270
H 2.21 1.55 5.42 0.187
C 2.82 6.04 0.38 -0.569
C 3.97 5.83 1.27 0.366
N 4.86 5.66 1.96 -0.438
H 2.18 5.16 0.40 0.041
H 2.25 6.90 0.72 0.332
H 3.17 6.21 -0.63 0.299
C 4.23 -5.78 2.84 -0.592
C 3.30 -5.76 1.71 0.403
N 2.55 -5.75 0.85 -0.424
H 4.66 -4.79 2.97 0.267
H 3.71 -6.06 3.74 -0.045
H 5.03 -6.49 2.64 0.351
C 1.72 -7.77 6.28 -0.798
C 3.11 -7.36 6.07 0.404
N 4.19 -7.03 5.91 -0.422
H 1.05 -6.99 5.95 0.280
H 1.52 -8.68 5.72 0.262
H 1.55 -7.96 7.34 0.305
```

Output
Net charge ... -1
LUMO energy ... 1.75 eV
E_HOMO ... -2.90 eV
Kohn-Sham gap ... 4.65 eV
DFT total energy ... -2176.9228 Eh